C50H43F3MoN5O4Sb as an isolated structure. Source: the OMol25 dataset; level of theory: ωB97M-V/def2-TZVPD.

The calculation puts the maximum force at 0.79 eV Å⁻¹. For the electronic energy, the calculation gives -84692.2273 eV. The molar mass is 1052.6 g mol⁻¹. The calculation puts the highest occupied orbital energy at -18.31 eV.

Geometry as ORCA input:
```
! RIJCOSX wB97M-V def2-TZVPD def2/J DEFGRID3
* xyz 4 1
Mo -1.0390 -0.2159 -1.7615
C 4.2036 -0.4543 4.0958
C 3.3093 -1.6010 3.6936
C 3.4826 -2.8498 4.5165
O 1.9323 -1.1825 3.7517
C 1.3824 -0.9821 2.4605
C 2.4130 -1.5728 1.4948
O 3.5236 -1.9227 2.3035
C 3.1344 -0.6898 0.4742
O 0.5636 0.0571 -2.1024
C 3.8729 -1.3437 -0.5273
C 4.4592 -0.5922 -1.5876
C 5.2757 -1.2003 -2.5102
C 5.5386 -2.5656 -2.4011
C 4.9624 -3.3365 -1.3869
C 4.1329 -2.7464 -0.4675
C 3.2148 0.7504 0.6360
C 4.4821 1.3482 0.7200
C 4.5981 2.7157 0.9120
C 3.4592 3.5051 0.9723
C 2.1952 2.9305 0.8461
C 2.0693 1.5633 0.7058
C 0.0340 -1.6673 2.7058
O -1.2031 -0.6260 -0.1411
C -0.1705 -3.0749 2.4348
C -0.5231 -3.9068 3.5121
C -0.6585 -5.2728 3.3275
C -0.4976 -5.8179 2.0632
C -0.1937 -5.0001 0.9748
C -0.0054 -3.6461 1.1584
C -0.9360 -0.9243 3.4113
C -2.2577 -1.4363 3.5498
C -3.1830 -0.7909 4.3353
C -2.8207 0.3765 5.0055
C -1.5416 0.9227 4.8678
C -0.6122 0.2954 4.0764
H 4.0618 -0.2239 5.1504
H 3.9791 0.4352 3.5049
H 5.2454 -0.7321 3.9400
H 3.2440 -2.6370 5.5577
H 4.5153 -3.1906 4.4626
H 2.8257 -3.6385 4.1500
H 1.2408 0.0808 2.2864
H 2.0437 -2.4723 1.0146
H 4.2235 0.4582 -1.6838
H 5.7168 -0.6269 -3.3135
H 6.1999 -3.0403 -3.1155
H 5.1946 -4.3901 -1.3177
H 3.7489 -3.3400 0.3500
H 5.3661 0.7242 0.6945
H 5.5771 3.1639 1.0131
H 3.5538 4.5731 1.1184
H 1.3115 3.5564 0.8649
H 1.0864 1.1269 0.5707
H -0.6164 -3.4813 4.5027
H -0.8877 -5.9094 4.1710
H -0.6101 -6.8841 1.9179
H -0.0990 -5.4346 -0.0112
H 0.1874 -3.0063 0.3063
H -2.5383 -2.3247 3.0015
H -4.1824 -1.1892 4.4438
H -3.5417 0.8706 5.6451
H -1.2811 1.8201 5.4116
H 0.3931 0.6893 4.0355
F 1.4005 7.2809 -0.8070
C 0.6999 6.1944 -1.0711
C 0.9634 5.5029 -2.2464
C 0.2322 4.3619 -2.5213
C -0.7443 3.9477 -1.6155
C -1.0073 4.6548 -0.4426
C -0.2708 5.7939 -0.1647
Sb -1.9577 2.3073 -2.0129
C -2.1647 1.6964 -4.0029
C -3.4269 1.3459 -4.5032
C -3.5497 0.9132 -5.8093
C -2.4039 0.8166 -6.5921
F -2.5227 0.4028 -7.8344
C -1.1373 1.1308 -6.1126
C -1.0177 1.5674 -4.8064
C -3.8209 2.3961 -1.0919
C -4.0164 1.6994 0.1036
C -5.2359 1.7861 0.7511
C -6.2337 2.5694 0.1895
F -7.3959 2.6500 0.8080
C -6.0555 3.2731 -0.9929
C -4.8354 3.1866 -1.6384
H 1.7136 5.8762 -2.9303
H 0.4159 3.8331 -3.4470
H -1.7927 4.3500 0.2392
H -0.4533 6.3871 0.7211
H -4.3162 1.4313 -3.8888
H -4.5117 0.6667 -6.2392
H -0.2827 1.0481 -6.7711
H -0.0342 1.8214 -4.4284
H -3.2287 1.0951 0.5406
H -5.4311 1.2658 1.6784
H -6.8625 3.8788 -1.3830
H -4.6855 3.7498 -2.5525
N -4.7772 -3.3931 -3.7483
N -3.5486 -2.8388 -3.6394
N -2.6776 -2.9192 -4.6374
C -1.6903 -2.1728 -4.2014
N -1.9706 -1.6775 -2.9769
N -3.1973 -2.1195 -2.6375
H -4.7896 -4.1043 -4.4737
H -5.1549 -3.6829 -2.8524
H -0.7791 -1.9961 -4.7505
*
```